The following is a DFT calculation (wB97M-V/def2-TZVPD) of 15 unconnected molecules or ions with the total composition C33H96N4O15.

Each line ends with the Mulliken charge.
Positions of all 148 atoms, in Å:
H -0.300422 0.649191 -5.549429  0.320
H 0.664804 -2.298560 -5.878205  0.445
H -0.568244 3.074250 2.573335  -0.541
C 4.598843 -1.375048 -1.750036  -1.264
H -2.484224 -6.270831 -3.254795  0.369
H 0.733789 0.721723 -1.236240  -0.698
H 1.940324 3.015586 0.010815  -0.074
H 0.299465 0.686925 1.898819  -0.387
H 0.303544 -0.459970 -3.363228  -1.061
H 3.975367 -0.657823 2.045177  -0.045
H -4.177636 -2.385057 3.776067  0.466
C 3.698501 -2.194741 -0.810650  0.101
H -4.717267 2.407211 2.655818  0.229
C -4.965165 3.015093 -1.222568  -1.359
H -3.915017 4.361324 -2.565658  0.375
O 2.478719 2.436654 -3.174145  -0.538
H -0.812992 -1.121389 -0.447555  -0.691
H -3.550167 -2.861943 2.078580  0.057
H -1.238436 -2.489857 -4.516507  0.358
H -1.784552 -4.091049 2.988547  -0.019
H -1.487085 -0.646298 -5.828938  0.488
C 0.019447 3.861334 3.045807  0.642
O 3.974581 -0.028320 2.769971  0.325
H -3.692712 0.721880 -1.922275  -0.083
H -1.813620 0.687268 2.339111  -0.073
H -0.043960 1.827015 -0.161565  -0.469
H 2.737441 0.052227 4.296513  -0.133
C -1.673271 4.333197 -5.237341  -1.086
H 3.097790 4.046810 1.079131  0.459
H -2.568420 3.891489 -4.799504  0.182
H 2.664902 0.368918 -3.060510  -0.765
H -1.213273 -5.849846 -1.186146  0.407
N -3.887625 1.832349 2.619527  -0.135
H 2.570807 -3.635916 2.644292  0.268
O -3.174987 2.524121 -2.665526  -0.364
H 5.971571 -0.921650 5.173373  0.379
H -4.836251 -1.636516 -0.944453  0.365
H -2.638881 3.159107 -0.112891  -0.121
H 4.233771 -1.322807 4.952190  0.216
H -4.231302 -4.912319 4.280890  0.310
H -0.086216 1.330718 6.622993  0.204
O -3.298280 2.096852 4.688413  -0.714
H 0.411933 4.347495 -4.909537  0.376
H 1.081520 -2.769703 3.051902  -0.386
H 3.127965 2.636715 -2.495877  0.162
O 3.989777 -1.754646 0.498197  -0.341
H 5.126839 1.003915 4.109944  0.254
O -0.627972 -4.574042 -2.549612  -0.585
O -3.620718 -0.096465 -1.425552  -0.704
H 6.062265 0.332593 2.833625  0.464
C -0.872025 -0.150314 -5.078080  -1.345
H -2.559292 0.057655 -0.123071  -0.166
H 0.865630 -3.917005 5.224193  0.309
N 0.428769 1.283676 5.755427  -0.203
C -0.684935 -0.208876 0.134703  2.081
C -2.760996 -5.397345 -2.664445  -1.302
C 0.247870 -0.310367 1.461942  -0.773
O -1.939352 0.207868 0.594364  1.005
H -3.651511 -5.844304 -2.222508  0.387
H -0.328199 5.558293 4.434337  0.390
C -1.973511 -4.002152 -0.598747  -0.756
H -1.791951 4.943356 3.662580  0.363
C 1.934278 -3.307691 3.465995  0.209
H -1.613996 0.400245 -4.499760  0.143
H -5.019387 -2.513359 -3.168114  0.421
H 1.273433 -0.562568 1.192264  -0.017
H -0.020539 -0.945993 2.305756  0.389
H -5.581340 3.656974 -0.592954  0.377
H -3.959315 -1.307092 -3.913021  0.358
H -5.634835 2.830484 -2.062550  0.415
H -0.608222 -3.614786 -2.581608  0.217
H 2.251900 -4.922076 4.843679  0.348
H 2.460514 -2.589597 4.094902  -0.077
H -2.972229 4.894533 -0.316007  0.505
C 3.843971 2.230841 -0.037478  0.442
C 1.309525 0.393554 5.632028  0.498
H -2.731923 -1.798984 3.216408  -0.087
H -4.834752 2.108034 -0.632368  0.102
H -2.547255 -3.155156 -0.974933  -0.262
H -1.174734 -3.572398 0.005712  0.268
H 4.918910 1.784939 -3.753133  0.348
C 2.770203 3.072995 0.715164  -0.192
O 1.535197 -0.509454 6.447383  -0.785
H 0.250245 4.489861 2.185714  0.369
H 3.470036 1.324892 -0.514480  -0.537
H -1.045424 3.996231 4.914979  0.310
H -2.636441 -4.423540 0.156936  0.505
H 4.676583 0.264322 -4.612673  0.368
H 5.365378 -2.073800 3.964445  0.297
N -1.988250 1.038853 3.269694  -0.020
O -0.891642 -2.087371 -3.716911  0.057
H 5.081326 3.517640 -0.717762  0.354
C -1.651193 -5.015242 -1.733649  0.544
H 3.909062 -3.264092 -0.826210  0.532
H 4.754387 -2.259024 0.785564  0.147
C -4.197305 -1.822166 -2.982339  -0.373
H 2.132826 0.901257 -4.564406  0.117
H 2.407027 2.550684 1.600262  -0.268
C -3.093219 1.729552 3.586856  0.520
C 2.226091 -1.963139 -1.073863  0.484
H 4.567560 -1.821171 -2.744067  0.406
O -3.482446 -5.008622 3.687992  -0.576
H 4.387111 -0.314226 -1.883872  -0.043
H -5.563667 -0.409652 -1.937279  0.472
H -1.277400 1.043085 3.987173  -0.003
H -0.967090 1.243887 -1.462062  -0.189
C -2.674857 3.979984 -0.829103  -0.849
H 5.642441 -1.545572 -1.485599  0.508
H -2.308336 2.813380 -2.960223  -0.289
H 1.690845 1.336474 3.872280  0.011
H -3.291849 -2.401943 -2.803161  -0.461
H 1.603041 -2.510633 -0.366637  0.315
C -3.350312 -2.693041 3.136704  -0.379
H 2.046052 -0.891056 -0.994287  -1.209
O 4.331366 3.029941 -1.066057  -0.646
H -2.181209 -3.707419 4.643614  0.419
H 0.374146 2.688599 -3.418089  -0.240
O 1.124437 3.205340 3.650334  -0.439
C -3.679566 3.553192 -1.873135  0.912
H 0.465037 2.123603 5.195688  0.188
C 5.197952 0.127787 3.465385  -0.446
C 1.462515 -4.313342 4.402757  -0.422
C 5.179190 -1.116151 4.450605  -1.080
H -1.815003 5.408074 -5.349843  0.382
H -0.064877 -5.521489 3.991355  0.293
H -3.086448 -4.587436 -3.317314  0.171
H 1.965857 -2.164733 -2.112968  0.008
H -1.605021 4.062755 -1.020655  0.204
H -3.671141 1.498985 1.691027  -0.169
C -0.825117 4.656648 4.076278  -1.327
H -0.541550 4.887531 -3.468381  0.324
C 1.087291 -1.746537 -5.038640  -1.290
H 4.667154 1.979152 0.631187  0.553
N 1.977666 0.660701 4.565941  0.050
H 1.644434 -0.844400 -5.291318  0.264
O 0.615452 -5.065842 3.490231  -0.546
C -4.652185 -0.992417 -1.804317  -0.614
C -0.451457 4.156795 -4.272133  -0.300
H 1.752948 -2.372594 -4.444461  0.274
O -0.529491 2.853677 -3.696987  -0.014
C 4.217740 1.222769 -4.369931  -1.572
H 1.664928 3.905967 4.022606  0.192
H -1.483360 3.941581 -6.236682  0.352
C 2.843112 1.166811 -3.781429  1.468
C -0.216701 0.920006 -0.740884  0.915
C -2.616687 -3.874570 3.658469  -0.139
H 4.187407 1.749664 -5.323636  0.410
C -0.064568 -1.079549 -4.180985  1.544

Atomic forces in eV per Å
H 0.3 -0.2 -0.1
H 0.2 0.2 -0.1
H -0.2 -0.2 0.4
C 0.3 -1.5 -0.9
H 0.7 0.4 -0.5
H 0.0 -0.1 -0.3
H -0.3 1.1 0.1
H -0.1 0.3 -0.2
H 0.2 -0.4 0.3
H 0.4 -0.2 -0.2
H -0.6 -0.5 -0.4
C -0.1 0.9 -0.7
H 0.2 -0.2 0.5
C -0.6 0.3 -0.7
H -0.3 0.5 0.2
O -0.7 -0.9 -1.1
H 0.4 -0.3 0.2
H -0.6 0.2 0.2
H -0.3 -0.4 0.1
H -0.1 -0.4 0.0
H 0.4 -0.5 -0.3
C -1.6 0.3 -0.1
O -0.4 1.5 -0.7
H 0.2 0.4 -0.4
H -0.1 0.1 0.2
H 0.0 0.0 0.4
H -0.3 0.1 -0.2
C 0.8 0.4 0.8
H 0.1 0.1 -0.7
H 0.0 0.0 -0.2
H 0.5 -0.1 0.3
H -0.4 -0.6 -0.2
N -5.4 1.3 -6.1
H 0.0 -0.3 0.2
O -0.1 -1.2 -0.2
H 0.0 -0.5 0.4
H 0.1 -0.1 0.0
H -0.3 0.0 0.5
H -0.1 0.9 0.1
H 0.2 0.5 0.1
H -0.1 -0.1 -0.2
O -0.9 2.1 4.3
H 0.5 -0.3 0.5
H 0.0 -0.1 -0.1
H 0.4 0.2 0.3
O 0.0 0.0 1.3
H -0.4 0.2 -0.1
O 1.7 0.5 -0.7
O 0.2 0.1 0.5
H 0.2 -0.7 -0.1
C -0.6 0.9 0.2
H -0.8 -0.1 -0.5
H 0.0 0.3 -0.1
N -6.4 4.7 2.5
C 1.1 0.6 2.0
C -1.4 -1.3 0.1
C -0.1 0.2 -1.6
O -0.7 -0.2 1.0
H -0.3 0.5 0.7
H 0.2 0.0 0.0
C -1.3 0.2 -0.2
H 0.1 0.0 -0.2
C 1.0 2.6 0.4
H 0.0 0.0 0.4
H 0.1 -0.3 -0.4
H 0.0 -0.1 -0.1
H -0.6 -0.4 -0.5
H 0.6 0.6 0.1
H -0.4 0.6 0.1
H -0.1 -0.5 0.0
H -0.1 0.3 -0.2
H 0.1 -0.2 -0.1
H 0.5 0.5 -0.4
H -0.2 -0.1 0.1
C -0.3 0.8 1.8
C 2.4 -3.4 2.2
H 0.4 0.1 -0.3
H 0.4 -0.1 -0.3
H 0.1 0.2 -0.3
H 0.7 -0.4 -0.5
H 0.0 -0.1 0.3
C -0.2 -2.3 -0.2
O 0.0 -0.2 -0.3
H 0.8 0.3 0.1
H -0.4 -0.1 0.4
H 0.0 0.1 0.1
H -0.1 -0.5 -0.1
H -0.2 -0.2 0.3
H 0.4 0.1 -0.4
N 2.1 -0.7 0.3
O -0.8 -0.5 1.1
H 0.0 0.2 -0.3
C 0.3 0.4 1.9
H 0.2 -0.1 -0.5
H 0.1 0.0 0.2
C -0.6 -0.6 -0.4
H -0.2 0.7 -0.1
H 0.1 -0.2 0.1
C 3.7 -2.2 1.3
C 0.2 0.5 -0.2
H -0.3 0.0 -0.3
O 0.5 -0.8 -0.4
H -0.2 -0.1 0.6
H -0.2 -0.2 -0.5
H 0.0 -0.4 -0.2
H -0.1 -0.5 -0.3
C 0.3 -0.3 1.3
H 0.1 0.4 0.4
H 0.7 -0.4 -0.3
H 0.1 -0.2 0.3
H -0.2 0.1 0.5
H -0.1 0.0 -0.2
C 0.6 1.3 0.1
H -0.1 0.1 0.4
O 1.0 0.6 -1.4
H 0.0 0.1 0.2
H 0.5 -0.6 0.5
O 0.0 0.7 -0.3
C -0.4 0.7 0.7
H 0.0 -0.1 0.2
C -1.6 -2.0 1.5
C -1.4 -1.6 -0.9
C 1.7 0.7 -0.6
H -0.2 0.1 -0.1
H -0.1 -0.2 0.0
H 0.2 0.0 0.1
H 0.0 -0.5 0.1
H -0.1 0.3 -1.1
H 0.3 0.0 0.3
C 0.2 -0.8 -0.4
H 0.3 0.2 0.0
C -0.4 1.7 1.6
H 0.0 -0.4 0.1
N 4.1 -1.1 -4.2
H 0.4 -0.5 -0.9
O -0.2 -0.9 0.9
C 0.8 0.2 0.1
C -2.1 0.2 -1.2
H -0.2 -0.2 0.0
O 0.5 0.4 -0.5
C 0.8 0.3 -0.6
H 0.4 -0.1 0.2
H 0.0 -0.3 0.2
C -0.6 0.3 0.6
C 1.0 0.7 -0.4
C -0.3 -0.4 0.4
H -0.1 0.2 0.0
C 1.0 -0.1 -2.3

The value obtained for the total energy is -2662.4366 Ha. The max |F| comes out at 8.30 eV Å⁻¹. Its relative energy (zero: lowest compared OMol25 entry of this formula, charge and spin) is 0.00 kJ/mol. The gap between HOMO and LUMO is 9.144 eV.